19
Properties=species:S:1:pos:R:3:nbo_charge:R:1 method="wB97M-V/def2-TZVPD" total_charge=+2 energy_ha=-343.7094 homo_ev=-18.2434 e_above_lowest_kcal_mol=7.9
O 0.354 0.607 2.097 -0.42
C -0.645 0.093 1.715 0.41
C -0.640 -0.729 0.396 -0.15
C -0.201 0.219 -0.735 -0.45
C 1.305 0.070 -0.930 -0.22
N 1.896 0.921 -2.053 -0.67
N -2.080 -1.191 0.155 -0.68
H -1.574 0.077 2.322 0.15
H -0.054 -1.623 0.585 0.27
H -0.708 -0.038 -1.673 0.24
H -0.487 1.249 -0.530 0.25
H 1.867 0.377 -0.054 0.26
H 1.581 -0.954 -1.170 0.24
H 1.843 0.510 -2.986 0.46
H 1.461 1.849 -2.051 0.45
H 2.878 1.125 -1.835 0.47
H -2.077 -2.035 -0.422 0.46
H -2.576 -1.412 1.029 0.46
H -2.625 -0.474 -0.328 0.45

---

20
Properties=species:S:1:pos:R:3:nbo_charge:R:1 method="wB97M-V/def2-TZVPD" total_charge=0 energy_ha=-419.5428 homo_ev=-9.0625 e_above_lowest_kcal_mol=66.3
O -0.780 0.936 2.980 -0.52
C -1.078 0.320 1.993 0.45
C -0.109 -0.354 1.064 -0.17
C 1.352 -0.096 1.428 -0.62
N -0.402 0.393 -0.200 -0.65
C -1.616 0.023 -0.919 -0.06
N -1.395 -1.105 -1.910 -0.86
H -2.159 0.210 1.771 0.11
H -0.324 -1.390 0.812 0.19
H 1.401 0.675 2.201 0.24
H 1.813 -1.030 1.716 0.22
H 1.848 0.404 0.613 0.20
H 0.303 0.406 -0.926 0.38
H -1.761 0.834 -1.619 0.19
H -2.385 -0.297 -0.233 0.18
H -0.422 -1.430 -1.937 0.35
H -1.858 -1.940 -1.555 0.34
H 2.212 1.828 -2.068 0.48
H 2.881 0.703 -1.181 0.48
O 2.480 0.910 -2.029 -0.95

---

20
Properties=species:S:1:pos:R:3:nbo_charge:R:1 method="wB97M-V/def2-TZVPD" total_charge=0 energy_ha=-419.5001 homo_ev=-9.2457 e_above_lowest_kcal_mol=93.1
C -1.027 -0.466 0.065 0.35
C -2.262 -0.563 -0.833 -0.63
N -0.831 -1.707 0.763 -0.84
C 0.224 -0.177 -0.791 -0.04
O -1.182 0.610 1.006 -0.74
O 0.394 1.104 -1.126 -0.66
H -1.256 1.433 0.502 0.47
H -0.094 -1.607 1.453 0.37
H -1.676 -1.976 1.254 0.36
H 0.391 -0.891 -1.602 0.18
H -2.379 0.356 -1.406 0.21
H -3.153 -0.707 -0.218 0.21
H -2.167 -1.400 -1.525 0.22
C 2.343 1.378 0.562 -0.29
N 2.309 0.054 0.723 -0.59
H 3.007 -0.413 0.142 0.36
H 1.182 -0.387 0.055 0.24
H 1.927 1.965 1.375 0.20
H 1.115 1.545 -0.378 0.42
H 3.136 1.847 -0.020 0.19

---

20
Properties=species:S:1:pos:R:3:nbo_charge:R:1 method="wB97M-V/def2-TZVPD" total_charge=0 energy_ha=-419.5850 homo_ev=-9.7504 e_above_lowest_kcal_mol=39.9
C -1.393 0.323 0.191 -0.61
C -0.164 -0.437 -0.065 -0.08
C 0.800 -0.225 1.026 -0.67
N 0.321 -0.098 -1.452 -0.65
C 0.720 1.195 -1.567 0.79
N 1.483 1.430 -2.739 -0.87
O 0.396 2.103 -0.821 -0.65
H -1.604 0.157 1.237 0.21
H -1.385 1.403 -0.040 0.26
H -2.170 -0.185 -0.513 0.20
H -0.509 -1.497 -0.049 0.21
H 0.467 0.750 1.573 0.24
H 1.930 -0.087 0.822 0.23
H 0.981 -1.151 1.693 0.21
H 0.719 -0.898 -1.887 0.40
H 1.410 0.815 -3.518 0.38
H 2.007 2.285 -2.833 0.40
H -1.474 -2.528 3.519 0.47
H -0.865 -1.441 2.652 0.47
O -1.669 -1.914 2.772 -0.94

---

20
Properties=species:S:1:pos:R:3:nbo_charge:R:1 method="wB97M-V/def2-TZVPD" total_charge=0 energy_ha=-419.4800 homo_ev=-9.0622 e_above_lowest_kcal_mol=105.7
C 1.629 -0.042 1.136 -0.21
N 2.175 1.168 1.706 -0.85
C 0.422 0.259 0.121 -0.09
C -0.885 0.706 0.700 -0.06
O -1.433 1.737 0.024 -0.73
N 0.451 -1.096 -0.517 -0.62
C -0.502 -1.076 -1.738 0.07
O -1.832 -1.637 -1.410 -0.75
H 1.304 -0.658 1.969 0.18
H 2.430 -0.638 0.478 0.19
H 2.143 1.943 1.062 0.35
H 3.174 1.044 2.009 0.36
H 0.690 1.069 -0.584 0.18
H -0.671 0.936 1.825 0.18
H -1.568 -0.260 0.856 0.14
H -1.124 2.026 -0.886 0.49
H 0.043 -1.773 0.088 0.35
H -0.223 -1.891 -2.529 0.16
H -0.597 -0.313 -2.410 0.18
H -1.844 -1.880 -0.433 0.46

---

20
Properties=species:S:1:pos:R:3:nbo_charge:R:1 method="wB97M-V/def2-TZVPD" total_charge=0 energy_ha=-419.4918 homo_ev=-9.0782 e_above_lowest_kcal_mol=98.3
N 1.981 -0.744 -2.383 -0.82
C 0.531 -0.493 -2.113 -0.25
C -0.254 -0.927 -0.917 -0.25
N 0.114 -0.250 0.438 -0.65
C -0.912 0.556 0.970 -0.34
C -1.978 -0.134 1.763 0.42
O -1.801 -0.629 2.811 -0.51
H 1.841 -1.739 -2.687 0.35
H 2.617 -0.743 -1.596 0.37
H -0.128 -0.884 -2.955 0.19
H 0.405 0.529 -2.256 0.19
H -0.404 -2.050 -0.777 0.20
H -1.385 -0.707 -0.947 0.19
H 0.383 -0.986 1.151 0.37
H -0.323 1.107 1.785 0.23
H -1.307 1.189 0.092 0.21
H -3.013 -0.223 1.400 0.10
H 1.418 2.504 1.296 0.47
H 1.134 1.844 2.645 0.46
O 1.081 2.781 2.280 -0.92

---

20
Properties=species:S:1:pos:R:3:nbo_charge:R:1 method="wB97M-V/def2-TZVPD" total_charge=0 energy_ha=-419.5795 homo_ev=-9.1228 e_above_lowest_kcal_mol=43.3
C 0.422 0.272 -2.403 -0.72
C -0.408 -0.362 -1.280 0.70
N -0.370 0.189 -0.015 -0.63
C 0.735 1.015 0.425 -0.23
C 0.217 2.086 1.474 -0.22
N 0.927 2.081 2.686 -0.89
O -1.096 -1.359 -1.425 -0.64
H 0.078 -0.151 -3.335 0.25
H 0.150 1.339 -2.387 0.23
H 1.499 0.143 -2.368 0.24
H -0.958 -0.052 0.757 0.40
H 1.628 0.547 0.902 0.19
H 1.201 1.428 -0.534 0.20
H 0.234 3.029 0.986 0.21
H -0.839 1.866 1.641 0.16
H 1.109 1.370 3.370 0.39
H 1.365 2.929 3.017 0.37
H -0.311 -3.714 -0.710 0.47
H -1.088 -2.804 0.206 0.48
O -0.573 -3.618 0.212 -0.95

---

20
Properties=species:S:1:pos:R:3:nbo_charge:R:1 method="wB97M-V/def2-TZVPD" total_charge=0 energy_ha=-419.5501 homo_ev=-9.3390 e_above_lowest_kcal_mol=61.7
O -0.702 2.616 -1.910 -0.58
C -0.951 1.486 -2.112 0.54
N -0.853 0.570 -1.048 -0.64
C -1.228 -0.860 -0.997 -0.23
C 0.019 -1.620 -0.730 -0.44
C 0.392 -1.827 0.760 -0.22
N 1.403 -0.986 1.438 -0.82
H -1.135 1.032 -3.084 0.11
H -0.613 0.998 -0.215 0.39
H -1.958 -1.007 -0.273 0.20
H -1.671 -1.159 -1.947 0.21
H 0.872 -0.961 -1.168 0.21
H 0.189 -2.528 -1.370 0.22
H 0.687 -2.968 0.805 0.19
H -0.531 -1.633 1.376 0.18
H 2.058 -0.714 0.764 0.35
H 1.056 -0.210 1.830 0.35
H 1.575 2.753 2.443 0.46
H 0.563 3.621 3.184 0.47
O 0.829 3.398 2.254 -0.93

---

20
Properties=species:S:1:pos:R:3:nbo_charge:R:1 method="wB97M-V/def2-TZVPD" total_charge=0 energy_ha=-419.5913 homo_ev=-9.1520 e_above_lowest_kcal_mol=35.9
C -1.099 1.927 -0.116 -0.64
C -1.126 0.648 -0.945 -0.04
C -0.872 -0.586 0.018 -0.51
C 0.539 -0.989 0.340 0.69
N 1.175 -1.625 -0.715 -0.83
O 0.870 -1.012 1.505 -0.63
N -2.426 0.352 -1.570 -0.88
H -0.466 1.718 0.782 0.21
H -2.026 2.437 0.149 0.23
H -0.620 2.782 -0.582 0.22
H -0.401 0.642 -1.800 0.19
H -1.363 -0.546 0.982 0.24
H -1.362 -1.460 -0.476 0.22
H 2.128 -1.944 -0.568 0.40
H 0.842 -1.536 -1.660 0.40
H -2.971 -0.436 -1.228 0.38
H -2.938 1.153 -1.892 0.37
H 2.727 -0.046 1.805 0.48
H 1.902 1.145 1.691 0.46
O 2.759 0.825 1.389 -0.94

---

20
Properties=species:S:1:pos:R:3:nbo_charge:R:1 method="wB97M-V/def2-TZVPD" total_charge=+1 spin_multiplicity=2 energy_ha=-419.2375 s_squared=0.75 homo_ev="-13.5599 / -13.4336" e_above_lowest_kcal_mol=59.4
C 0.884 0.892 -1.727 -0.15
O 0.474 1.730 -0.732 -0.24
C 0.585 -0.590 -1.584 -0.25
N 1.035 -1.213 -2.793 -0.82
H 0.501 1.241 -2.704 0.28
H 1.980 1.062 -1.843 0.29
H 1.077 -0.994 -0.685 0.17
H -0.491 -0.726 -1.454 0.21
H 2.016 -1.029 -2.960 0.36
H 0.905 -2.202 -2.918 0.40
O -2.805 0.526 2.349 -0.49
C -2.085 -0.427 2.324 0.42
C -0.586 -0.334 2.085 -0.34
N -0.174 0.990 1.612 -0.79
H -2.500 -1.436 2.489 0.15
H -0.148 -0.575 3.054 0.25
H -0.337 -1.113 1.368 0.23
H 0.443 1.456 2.257 0.42
H 0.240 1.174 0.357 0.46
H -1.014 1.569 1.506 0.43

---

21
Properties=species:S:1:pos:R:3:nbo_charge:R:1 method="wB97M-V/def2-TZVPD" total_charge=0 energy_ha=-494.8365 homo_ev=-9.5864 e_above_lowest_kcal_mol=25.7
C -1.257 -0.826 -0.395 -0.24
N -0.032 -1.483 -0.896 -0.62
C 0.859 -0.685 -1.691 0.08
O 1.653 0.270 -0.938 -0.78
C -1.147 0.415 0.477 -0.26
N -0.266 0.215 1.611 -0.61
C -0.488 -0.679 2.596 0.52
O -1.566 -1.161 2.854 -0.61
H -1.806 -0.619 -1.315 0.20
H -1.759 -1.614 0.162 0.22
H 0.511 -1.772 -0.088 0.35
H 1.555 -1.331 -2.218 0.17
H 0.310 -0.048 -2.382 0.18
H 2.423 -0.127 -0.519 0.48
H -2.128 0.675 0.869 0.22
H -0.785 1.250 -0.117 0.21
H 0.688 0.490 1.439 0.39
H 0.423 -0.965 3.149 0.11
H 1.175 1.953 -0.580 0.49
H 0.596 3.111 -1.427 0.46
O 1.040 2.930 -0.593 -0.97

---

21
Properties=species:S:1:pos:R:3:nbo_charge:R:1 method="wB97M-V/def2-TZVPD" total_charge=0 energy_ha=-494.5750 homo_ev=-7.8236 e_above_lowest_kcal_mol=189.8
C 0.369 -0.277 -0.113 -0.09
C -0.750 0.636 0.021 -0.20
C 1.779 1.243 1.540 -0.45
C 0.073 -1.736 -0.255 -0.66
N -1.503 0.695 -1.510 0.04
N 0.839 0.142 1.518 -0.14
O -1.191 -0.142 -2.594 -0.60
O -2.927 0.657 -1.295 -0.64
O 1.422 -0.968 2.151 -0.57
H -2.032 -0.433 -2.991 0.47
H -3.467 1.106 -1.956 0.47
H 2.260 -1.178 1.697 0.43
H 1.129 0.074 -0.821 0.20
H -1.487 0.337 0.767 0.23
H -0.519 1.694 0.086 0.22
H 2.140 1.381 2.562 0.22
H 2.648 1.077 0.880 0.16
H 1.266 2.156 1.241 0.21
H 0.553 -2.117 -1.156 0.23
H -0.988 -1.980 -0.345 0.23
H 0.385 -2.368 0.573 0.24